# 1
{
  "formula": "C23H19AlN3S2",
  "method": "the ωB97M-V functional and the def2-TZVPD basis",
  "symbols": ["Al", "C", "C", "C", "C", "C", "C", "N", "C", "C", "C", "C", "C", "N", "C", "C", "C", "C", "C", "C", "N", "H", "H", "H", "H", "H", "H", "H", "H", "H", "H", "H", "H", "H", "H", "H", "S", "C", "C", "C", "C", "C", "C", "S", "H", "H", "H", "H"],
  "positions_angstrom": [[0.0613, 0.0743, 0.1272], [1.8134, -2.7755, -0.5382], [0.5454, -2.9811, 0.2134], [0.3351, -4.1327, 0.9714], [-0.8700, -4.3117, 1.6231], [-1.8568, -3.3451, 1.4823], [-1.5712, -2.2073, 0.7472], [-0.3763, -2.0228, 0.1397], [-2.4990, -1.1053, 0.5160], [-3.8758, -1.0703, 0.6942], [-4.5761, 0.0289, 0.2101], [-3.9180, 1.0093, -0.5242], [-2.5400, 0.9116, -0.6664], [-1.8728, -0.0747, -0.0601], [-1.6506, 1.6768, -1.5338], [-1.9806, 2.8683, -2.1565], [-1.0272, 3.4896, -2.9520], [0.1869, 2.8606, -3.1492], [0.4408, 1.6386, -2.5265], [1.7167, 0.9084, -2.7598], [-0.4450, 1.0850, -1.7007], [2.0395, -3.6522, -1.1449], [1.7186, -1.8989, -1.1831], [2.6404, -2.6201, 0.1552], [1.1234, -4.8645, 1.0464], [-1.0464, -5.1868, 2.2259], [-2.8188, -3.4593, 1.9517], [-4.3937, -1.8844, 1.1726], [-5.6417, 0.0995, 0.3672], [-4.4681, 1.8088, -0.9910], [-2.9503, 3.3095, -2.0031], [-1.2372, 4.4400, -3.4132], [0.9488, 3.3023, -3.7711], [1.9331, 0.8588, -3.8267], [2.5413, 1.4272, -2.2700], [1.6400, -0.1033, -2.3564], [0.8300, -0.5727, 2.1959], [0.7190, 0.9829, 3.0072], [0.6213, 1.0092, 4.3948], [0.4766, 2.2080, 5.0654], [0.4533, 3.4013, 4.3555], [0.5764, 3.3876, 2.9796], [0.6974, 2.1841, 2.2924], [0.7840, 2.2165, 0.5362], [0.6665, 0.0743, 4.9320], [0.3865, 2.2095, 6.1419], [0.3440, 4.3435, 4.8723], [0.5861, 4.3070, 2.4146]],
  "forces_ev_per_a": [[-0.042, 0.451, 0.786], [0.140, 0.112, 0.092], [0.002, -0.165, 0.031], [-0.275, 0.044, 0.078], [0.241, 0.175, -0.236], [0.050, 0.446, -0.260], [0.267, -0.864, 0.394], [0.071, -0.336, -0.263], [-0.406, 0.673, -0.210], [0.207, 0.005, -0.031], [0.306, 0.023, 0.018], [0.211, -0.031, -0.007], [-0.378, -0.515, 0.485], [-0.758, 0.176, 0.332], [0.239, 0.771, -0.562], [0.064, -0.445, 0.261], [0.245, -0.287, 0.020], [-0.270, 0.033, 0.088], [-0.003, 0.116, -0.140], [0.150, 0.026, 0.139], [0.054, -0.063, -0.420], [0.022, 0.070, -0.067], [0.149, -0.148, -0.024], [0.048, 0.046, -0.027], [0.058, -0.091, -0.032], [-0.019, -0.133, 0.066], [-0.119, -0.004, 0.094], [-0.050, -0.099, 0.048], [-0.078, -0.030, -0.047], [-0.057, 0.090, -0.064], [-0.122, 0.082, 0.049], [-0.025, 0.126, -0.079], [0.055, 0.018, -0.099], [0.028, -0.087, 0.030], [0.053, -0.041, 0.025], [0.125, 0.049, -0.134], [-0.264, 0.028, -0.445], [0.154, 0.113, -0.045], [0.041, 0.028, -0.061], [0.017, 0.028, 0.060], [0.018, 0.033, 0.040], [0.044, -0.056, 0.003], [0.160, -0.096, 0.079], [-0.252, -0.400, -0.179], [-0.060, -0.071, 0.116], [0.009, 0.024, 0.058], [0.010, 0.043, 0.049], [-0.062, 0.134, -0.009]],
  "total_charge": 1,
  "homo_lumo_gap_ev": 5.86,
  "e_tot_ha": -2090.9056
}

***

# 2
{
  "formula": "C23H19BrClN7O8Tc",
  "method": "the ωB97M-V functional and the def2-TZVPD basis",
  "symbols": ["Tc", "O", "C", "O", "C", "C", "Cl", "N", "N", "C", "C", "O", "O", "C", "C", "C", "C", "C", "C", "H", "H", "H", "H", "H", "H", "N", "N", "C", "O", "O", "H", "H", "H", "O", "C", "C", "C", "N", "C", "Br", "C", "H", "H", "H", "H", "N", "C", "O", "C", "C", "C", "C", "N", "C", "H", "H", "H", "H", "H", "H"],
  "positions_angstrom": [[0.0058, 0.4644, 0.2581], [-2.3794, -1.4432, -4.6502], [-3.2251, -0.6625, -4.0482], [-4.3877, -0.5605, -4.3376], [-2.7052, 0.1684, -2.8988], [-3.4439, 1.2025, -2.3022], [-5.0427, 1.5868, -2.6564], [-2.6683, 1.7729, -1.3325], [-1.5279, 1.0472, -1.1909], [-1.5158, 0.1250, -2.1717], [-0.2045, -0.5813, -2.3954], [-0.0243, -1.2335, -3.4019], [0.6363, -0.3532, -1.4592], [-2.7659, 3.1037, -0.8350], [-3.4923, 4.0638, -1.5411], [-3.4981, 5.3760, -1.1063], [-2.7783, 5.7594, 0.0144], [-2.0450, 4.8070, 0.7065], [-2.0313, 3.4911, 0.2845], [-1.4300, -1.4229, -4.3532], [-4.0169, 3.8121, -2.4465], [-4.0614, 6.1094, -1.6590], [-2.7764, 6.7871, 0.3395], [-1.4856, 5.0897, 1.5843], [-1.4319, 2.7716, 0.8231], [-0.6671, -1.7686, 0.7331], [0.3147, -2.2380, 1.6328], [1.4774, -1.4862, 1.8503], [2.4084, -1.9647, 2.4292], [1.3746, -0.2635, 1.4208], [-1.5864, -1.9094, 1.1618], [-0.6408, -2.3090, -0.1396], [0.4151, -3.2387, 1.7607], [-3.3507, 1.1027, 5.5374], [-2.6712, 1.0176, 4.4233], [-3.1584, 0.4566, 3.2258], [-2.3595, 0.4577, 2.1121], [-1.0951, 0.9297, 2.0774], [-0.6322, 1.4655, 3.2258], [1.0717, 2.2552, 3.1967], [-1.3666, 1.5339, 4.3896], [-4.2604, 0.7719, 5.4881], [-4.1526, 0.0390, 3.1798], [-2.7525, 0.0786, 1.1745], [-0.9567, 1.9859, 5.2791], [1.8440, 5.3207, -3.7431], [1.0467, 4.6339, -2.9276], [-0.1654, 4.5954, -3.0224], [1.7138, 3.8267, -1.8328], [3.0275, 3.9211, -1.3851], [3.4238, 3.0527, -0.3754], [2.5216, 2.1492, 0.1607], [1.2501, 2.0888, -0.2483], [0.8735, 2.9070, -1.2264], [1.4168, 5.8212, -4.5100], [2.8479, 5.3044, -3.6941], [3.7293, 4.6418, -1.7788], [4.4366, 3.0804, -0.0066], [2.8229, 1.4599, 0.9399], [-0.1471, 2.8790, -1.5816]],
  "forces_ev_per_a": [[0.338, -0.969, 0.230], [0.732, -0.723, -0.623], [-0.585, 0.591, 0.467], [0.495, -0.320, -0.104], [0.142, -0.027, 0.217], [0.447, -0.530, -0.070], [0.253, 0.274, 0.320], [-0.616, -0.703, -0.188], [0.635, 0.023, 0.141], [-0.579, 0.181, -0.484], [-1.892, -0.357, -1.671], [0.392, 0.214, 0.701], [1.314, 0.207, 1.964], [0.032, 1.129, 0.472], [0.216, -0.319, -0.009], [0.076, 0.089, 0.180], [-0.015, -0.209, -0.022], [-0.068, 0.120, -0.029], [-0.131, -0.370, -0.144], [-0.663, 0.236, 0.110], [0.006, 0.054, -0.009], [-0.060, 0.073, -0.111], [-0.033, 0.104, 0.035], [0.118, 0.024, 0.079], [-0.099, 0.117, 0.002], [0.138, 0.509, -0.304], [0.053, -0.017, 0.154], [0.005, -2.452, 0.813], [-0.231, 0.532, -0.270], [-0.356, 2.232, -1.470], [0.228, 0.135, -0.159], [0.009, 0.151, 0.171], [-0.111, 0.100, -0.121], [-0.072, 0.093, 0.383], [0.419, -0.104, -0.871], [0.055, 0.070, 0.018], [-0.482, -0.100, 0.113], [0.158, -0.086, -0.150], [0.164, 0.264, 0.191], [-0.233, 0.034, 0.192], [-0.113, -0.096, 0.016], [0.123, -0.028, -0.105], [-0.101, 0.001, -0.104], [-0.016, -0.012, 0.038], [0.102, 0.053, 0.014], [0.287, 0.358, -0.396], [-0.223, -0.254, 0.245], [-0.067, -0.013, -0.014], [0.027, -0.077, 0.220], [-0.429, -0.291, 0.111], [-0.164, -0.044, 0.066], [1.019, -0.007, 0.411], [-0.398, -0.399, -0.020], [-0.405, 0.644, -0.710], [0.049, -0.005, 0.093], [-0.076, -0.031, -0.012], [0.039, 0.021, -0.073], [0.051, -0.101, 0.120], [-0.027, 0.023, -0.116], [0.122, -0.013, 0.072]],
  "spin_multiplicity": 4,
  "total_charge": 2,
  "homo_lumo_gap_ev": [7.29, 5.97],
  "e_tot_ha": -4987.6189
}

***

# 3
{
  "formula": "C23H19Cl2FeN5O2",
  "method": "the ωB97M-V functional and the def2-TZVPD basis",
  "symbols": ["Fe", "Cl", "C", "C", "C", "N", "C", "O", "C", "C", "C", "C", "C", "N", "C", "C", "C", "Cl", "N", "C", "O", "C", "C", "C", "C", "C", "N", "H", "H", "H", "H", "H", "H", "H", "H", "H", "H", "C", "C", "C", "C", "C", "N", "H", "H", "H", "H", "H", "H", "H", "H", "H"],
  "positions_angstrom": [[-0.2652, 0.8207, 0.3123], [-3.8851, 6.7679, -0.4281], [-2.5617, 5.6453, -0.3214], [-2.8519, 4.2895, -0.2380], [-1.8285, 3.3578, -0.1503], [-1.9858, 1.9662, -0.0099], [-3.1703, 1.3720, 0.0226], [-4.3081, 1.7968, -0.1872], [-3.0502, -0.0936, 0.3965], [-4.0808, -0.9773, 0.1010], [-3.9543, -2.2999, 0.4716], [-2.8158, -2.6995, 1.1683], [-1.8488, -1.7549, 1.4284], [-1.9498, -0.4742, 1.0393], [-0.4991, 3.7900, -0.1503], [-0.2168, 5.1446, -0.2390], [-1.2476, 6.0719, -0.3220], [-0.8345, 7.7571, -0.4314], [0.4453, 2.7568, -0.0094], [1.7528, 2.9729, 0.0351], [2.4255, 3.9864, -0.1622], [2.5148, 1.7162, 0.4109], [3.8659, 1.6019, 0.1078], [4.5392, 0.4573, 0.4773], [3.8532, -0.5314, 1.1784], [2.5168, -0.3328, 1.4437], [1.8467, 0.7636, 1.0565], [-3.8774, 3.9593, -0.2413], [-4.9495, -0.5877, -0.4115], [-4.7305, -3.0164, 0.2323], [-2.6924, -3.7174, 1.5159], [-0.9556, -2.0140, 1.9900], [0.8076, 5.4795, -0.2410], [4.3396, 2.4276, -0.4030], [5.5873, 0.3305, 0.2353], [4.3495, -1.4285, 1.5255], [1.9473, -1.0653, 2.0091], [0.0557, -4.2525, -1.6185], [1.1253, -3.4400, -0.8748], [1.3027, -3.9721, 0.5565], [2.4690, -3.4524, -1.6197], [0.6625, -2.0424, -0.7922], [0.3078, -0.9557, -0.7796], [0.2768, -5.3143, -1.5049], [0.0439, -4.0080, -2.6807], [-0.9378, -4.0609, -1.2096], [1.6381, -5.0077, 0.4976], [0.3617, -3.9446, 1.1109], [2.0534, -3.3972, 1.1035], [2.9324, -4.4318, -1.4953], [3.1464, -2.6959, -1.2204], [2.3301, -3.2630, -2.6843]],
  "forces_ev_per_a": [[-0.400, 1.050, 0.054], [0.102, -0.045, 0.007], [-0.110, -0.004, -0.010], [-0.171, -0.030, -0.037], [-0.379, -0.400, -0.073], [0.130, 0.141, 0.175], [-0.457, -0.080, -0.103], [0.188, 0.018, 0.006], [-0.120, 0.058, 0.022], [-0.119, -0.047, 0.012], [-0.020, -0.008, -0.032], [-0.063, -0.011, 0.041], [0.074, 0.175, 0.162], [0.453, -0.546, -0.105], [0.536, -0.112, -0.071], [0.154, 0.092, -0.029], [0.096, 0.053, -0.016], [-0.059, -0.095, 0.010], [-0.123, 0.040, 0.174], [0.401, 0.209, -0.070], [-0.161, -0.085, -0.011], [0.048, 0.088, -0.011], [0.095, 0.068, 0.050], [0.053, -0.022, -0.025], [0.028, 0.006, 0.052], [-0.147, 0.084, 0.176], [-0.026, -0.676, -0.131], [-0.015, 0.011, -0.003], [0.021, -0.012, 0.017], [0.005, 0.025, 0.027], [-0.001, 0.036, -0.023], [-0.015, 0.020, -0.081], [-0.005, 0.012, -0.006], [0.005, -0.005, -0.010], [-0.022, 0.019, 0.023], [-0.009, 0.022, -0.020], [0.003, 0.025, -0.087], [-0.039, 0.001, 0.003], [-0.012, 0.065, 0.095], [-0.022, 0.077, 0.027], [0.010, 0.016, 0.003], [0.165, -0.449, -0.394], [-0.096, 0.301, 0.254], [0.021, 0.009, -0.054], [-0.015, 0.018, 0.038], [0.036, -0.047, 0.024], [-0.004, 0.009, 0.020], [0.064, -0.003, -0.048], [-0.053, -0.035, -0.043], [-0.024, -0.003, -0.052], [0.003, -0.058, 0.028], [0.001, 0.027, 0.042]],
  "spin_multiplicity": 5,
  "homo_lumo_gap_ev": [6.86, 6.78],
  "e_tot_ha": -3496.3050
}

***

no.,strongest force on any atom (Eh/bohr)
1,0.01918
2,0.05242
3,0.02187